[1]
This record from OMol25 describes 2 unconnected molecules or ions with the total composition CHBrOS2. The level of theory is ωB97M-V with the def2-TZVPD basis set.

Calculated values
Electronic energy (eV): -94809.2645
Lowest unoccupied orbital energy (eV): -0.55
F_max (eV/Å): 3.81
Net charge: 0
Gap between HOMO and LUMO (eV): 8.785
Spin multiplicity: 1

Atoms and positions in Å:
C -0.84332 0.29330 -1.19731
O 0.54192 0.88285 1.76128
S 0.05007 1.55731 -1.48941
S -1.66105 -0.90274 -0.77014
Br 1.45111 -0.36352 1.00289
H 0.46127 -1.46719 0.69268

***

[2]
This record from OMol25 describes a molecular structure, CHBrS. The level of theory is ωB97M-V with the def2-TZVPD basis set.

Calculated values
Electronic energy (eV): -81928.7071
Lowest unoccupied orbital energy (spin up / spin down) (eV): -1.63 / -1.63
F_max (eV/Å): 2.18
Net charge: 0
Gap between HOMO and LUMO (spin up / spin down) (eV): 7.810 / 7.811
Spin multiplicity: 1

Atoms and positions in Å:
C 0.35415 0.04596 0.25939
S -0.00289 0.88555 1.48948
Br -1.51741 -0.63785 -1.37287
H 1.16615 -0.29366 -0.37601

***

[3]
This record from OMol25 describes 2 unconnected molecules or ions with the total composition CHCl2F3Si. The level of theory is ωB97M-V with the def2-TZVPD basis set.

Calculated values
Electronic energy (eV): -42130.1856
Lowest unoccupied orbital energy (eV): -1.01
F_max (eV/Å): 1.78
Net charge: 0
Gap between HOMO and LUMO (eV): 8.638
Spin multiplicity: 1

Atoms and positions in Å:
C -1.36644 -3.16465 -2.75248
F 1.07827 0.27022 -1.65809
F 0.84011 2.31101 -0.40931
F -1.16755 1.01358 -1.53230
Si 0.08908 0.94682 -0.59515
Cl -1.50859 -2.85835 -1.07591
Cl -0.66382 -1.88234 -3.52019
H -0.50143 0.70378 0.70541

***

[4]
This record from OMol25 describes 2 unconnected molecules or ions with the total composition CHCl2NOS. The level of theory is ωB97M-V with the def2-TZVPD basis set.

Calculated values
Electronic energy (eV): -40470.0446
Lowest unoccupied orbital energy (eV): -1.05
SMILES string: ClSCl.N=C=O
F_max (eV/Å): 7.96
Net charge: 0
Gap between HOMO and LUMO (eV): 8.377
Spin multiplicity: 1

Atoms and positions in Å:
Cl 4.20825 -1.67709 0.44219
S 3.52832 0.17974 0.60480
Cl 4.34360 1.30682 -1.02519
N 0.65940 1.16576 -0.47857
C 0.17444 1.68209 0.43841
O -0.25379 1.88007 1.46619
H 0.87884 1.55997 -1.44559

***

[5]
This record from OMol25 describes 2 unconnected molecules or ions with the total composition CHCl2NOS. The level of theory is ωB97M-V with the def2-TZVPD basis set.

Calculated values
Electronic energy (eV): -40470.4559
Lowest unoccupied orbital energy (eV): -0.87
SMILES string: ClSCl.N=C=O
F_max (eV/Å): 2.38
Net charge: 0
Gap between HOMO and LUMO (eV): 9.017
Spin multiplicity: 1

Atoms and positions in Å:
Cl 2.32988 -1.11833 -0.32058
S 1.44369 -2.85454 0.22534
Cl -0.45256 -2.20937 0.62991
N -0.61161 1.02370 0.25261
C -1.02101 2.00591 -0.27364
O -1.31589 3.09622 -0.53175
H -0.37250 0.05642 0.01811

***

[6]
This record from OMol25 describes 2 unconnected molecules or ions with the total composition CHCl2O3S. The level of theory is ωB97M-V with the def2-TZVPD basis set.

Calculated values
Electronic energy (eV): -43074.6555
Lowest unoccupied orbital energy (spin up / spin down) (eV): 3.24 / 3.29
F_max (eV/Å): 3.30
Net charge: -1
Gap between HOMO and LUMO (spin up / spin down) (eV): 7.319 / 7.111
Spin multiplicity: 1

Atoms and positions in Å:
C -0.26292 1.06813 -0.65126
O -1.58058 -2.42387 0.03965
O 0.75607 -2.95100 -0.63293
O -0.43842 -0.86147 -1.56182
S -0.56139 -2.32575 -1.00306
Cl 1.34434 1.58426 -1.09526
Cl -1.54109 1.99909 -1.24734
H -0.30192 0.96554 0.51445